1.
94
Properties=species:S:1:pos:R:3 method="wB97M-V/def2-TZVPD" e_above_lowest_ev=0.1797 spin_multiplicity=1 charge=0
O -0.23 -3.75 -4.52
C -0.94 -5.10 -4.53
C -0.33 -5.55 -5.84
H -2.03 -5.02 -4.57
H -0.62 -5.69 -3.66
C 0.39 -4.20 -5.78
H -1.05 -5.63 -6.65
H 0.32 -6.42 -5.77
C -0.08 -3.28 -6.88
H -1.13 -3.05 -6.72
H 0.05 -3.76 -7.86
H 0.53 -2.38 -6.84
C 1.90 -4.36 -5.69
H 2.25 -4.89 -4.79
H 2.38 -3.38 -5.75
H 2.24 -4.95 -6.55
Y 0.64 -0.50 -0.88
C 2.60 -0.31 0.58
C 1.66 -1.08 1.33
C 1.54 -2.36 0.74
H 1.09 -0.72 2.21
C 2.37 -2.38 -0.43
C 3.04 -1.11 -0.51
H 3.77 -0.84 -1.27
H 2.93 0.71 0.85
H 0.99 -3.20 1.18
H 2.57 -3.24 -1.06
C 0.59 1.80 -1.87
C 1.81 1.19 -2.29
C 1.48 0.15 -3.21
H 2.81 1.48 -1.97
C 0.06 0.12 -3.36
C -0.48 1.16 -2.55
H -1.53 1.42 -2.46
H 0.50 2.62 -1.17
H 2.19 -0.46 -3.77
H -0.49 -0.50 -4.06
O -1.90 -3.30 -2.57
C -0.52 -3.40 -2.20
C -0.39 -4.48 -1.15
H -0.08 -2.39 -1.89
H 0.17 -3.69 -3.03
C -1.81 -4.96 -0.95
H 0.14 -4.16 -0.28
H 0.21 -5.27 -1.61
C -2.67 -3.80 -1.44
H -2.01 -5.35 0.04
H -1.99 -5.77 -1.67
H -2.78 -3.10 -0.57
H -3.65 -4.08 -1.81
C -3.19 1.35 3.72
C -2.71 2.74 3.33
C -3.36 3.20 2.03
C -3.03 3.71 4.47
O -1.27 2.74 3.19
Si -0.25 2.16 2.01
S -1.09 0.64 0.91
O 0.15 3.43 1.03
C 0.53 4.80 1.38
C 1.09 5.42 0.10
C -0.69 5.59 1.83
C 1.60 4.80 2.47
O 1.13 1.75 2.84
C 1.31 1.35 4.24
C 2.70 0.75 4.33
C 1.20 2.55 5.16
C 0.26 0.32 4.63
H -4.28 1.36 3.79
H -2.79 1.07 4.70
H -2.90 0.61 2.96
H -4.45 3.24 2.19
H -3.02 4.20 1.75
H -3.16 2.49 1.22
H -2.51 3.41 5.39
H -2.74 4.73 4.21
H -4.10 3.70 4.66
H 0.34 5.41 -0.69
H 1.40 6.45 0.29
H 1.97 4.85 -0.24
H -1.11 5.18 2.76
H -0.41 6.64 2.02
H -1.46 5.58 1.05
H 1.18 4.50 3.44
H 2.43 4.15 2.20
H 1.99 5.82 2.60
H 3.46 1.50 4.08
H 2.89 0.40 5.35
H 2.82 -0.10 3.65
H 0.22 3.03 5.07
H 1.31 2.21 6.20
H 1.99 3.27 4.96
H -0.74 0.77 4.65
H 0.25 -0.54 3.95
H 0.49 -0.05 5.65

2.
94
Properties=species:S:1:pos:R:3 method="wB97M-V/def2-TZVPD" e_above_lowest_ev=0.5365 spin_multiplicity=1 charge=-1
O -4.30 -1.15 0.80
C -4.39 -2.41 1.63
C -5.80 -2.11 2.10
H -3.70 -2.48 2.47
H -4.28 -3.31 1.00
C -5.77 -1.04 0.95
H -5.87 -1.67 3.08
H -6.55 -2.89 1.94
C -6.42 0.26 1.42
H -5.94 0.77 2.25
H -7.42 0.01 1.85
H -6.68 0.98 0.62
C -6.51 -1.61 -0.24
H -6.43 -2.71 -0.24
H -6.19 -1.19 -1.20
H -7.58 -1.41 -0.12
Pb -0.49 0.21 0.18
C 0.46 -1.96 -1.77
C 0.91 -2.95 -0.85
C -0.18 -3.36 -0.05
H 1.93 -3.35 -0.82
C -1.34 -2.63 -0.48
C -0.95 -1.78 -1.54
H -1.62 -1.18 -2.16
H 1.09 -1.48 -2.53
H -0.15 -4.12 0.73
H -2.35 -2.76 -0.10
C -0.07 2.58 -1.20
C -0.89 1.62 -1.89
C -2.24 1.79 -1.40
H -0.55 0.95 -2.68
C -2.23 2.81 -0.42
C -0.90 3.30 -0.29
H -0.59 4.14 0.33
H 1.00 2.74 -1.38
H -3.13 1.25 -1.76
H -3.10 3.24 0.07
O -3.93 0.98 4.19
C -3.00 1.17 3.05
C -2.08 -0.07 3.04
H -2.38 2.06 3.25
H -3.54 1.39 2.12
C -1.86 -0.30 4.53
H -1.07 0.04 2.55
H -2.69 -0.88 2.62
C -2.99 0.48 5.22
H -0.83 0.06 4.75
H -1.91 -1.37 4.72
H -2.54 1.40 5.66
H -3.53 -0.04 6.04
C 3.41 1.30 -2.73
C 4.00 0.24 -1.82
C 4.32 -1.01 -2.63
C 5.26 0.77 -1.18
O 3.03 -0.11 -0.79
Si 2.86 0.56 0.74
O 1.47 0.12 1.43
O 4.23 0.20 1.62
C 4.45 -1.05 2.37
C 3.28 -1.40 3.24
C 4.66 -2.19 1.36
C 5.70 -0.75 3.18
O 2.83 2.18 0.36
C 2.90 3.29 1.31
C 1.99 3.03 2.49
C 4.34 3.37 1.78
C 2.45 4.54 0.58
H 4.14 1.57 -3.49
H 3.14 2.20 -2.16
H 2.51 0.94 -3.24
H 5.14 -0.80 -3.33
H 4.64 -1.83 -1.97
H 3.46 -1.34 -3.22
H 5.99 1.03 -1.93
H 5.05 1.66 -0.59
H 5.70 0.03 -0.52
H 3.19 -0.72 4.08
H 2.34 -1.38 2.70
H 3.43 -2.40 3.64
H 5.38 -1.93 0.58
H 5.02 -3.09 1.87
H 3.70 -2.44 0.89
H 6.49 -0.30 2.57
H 5.45 -0.04 3.98
H 6.13 -1.64 3.66
H 2.21 2.08 2.99
H 2.15 3.83 3.20
H 0.94 3.01 2.19
H 5.01 3.57 0.93
H 4.49 4.15 2.53
H 4.64 2.42 2.23
H 2.99 4.72 -0.36
H 1.39 4.51 0.34
H 2.61 5.41 1.22

3.
114
Properties=species:S:1:pos:R:3 method="wB97M-V/def2-TZVPD" e_tot_ev=-286123.14720 smiles=CCCCCCCC[C@@H](OCC(F)(F)F)[C@H](COCCC)O[C@H](OCCOCC)P(CC)CC.ClC(Cl)Cl.ClC(Cl)Cl.ClC(Cl)Cl.ClC(Cl)Cl.ClC(Cl)Cl.ClC(Cl)Cl spin_multiplicity=1 charge=0
C -6.96 1.95 -4.73
C -6.08 1.93 -6.13
C -4.65 1.09 -5.98
C -4.08 1.13 -4.44
C -2.55 0.56 -4.26
C -2.36 -0.53 -3.04
C -0.77 -1.04 -3.03
C 0.22 0.04 -2.23
C 1.67 -0.64 -1.89
O 2.80 -0.12 -2.68
C 2.54 -0.15 -4.13
C 2.45 1.40 -4.64
F 3.64 1.81 -5.44
F 2.47 2.27 -3.41
F 1.14 1.74 -5.32
C 2.02 -0.26 -0.30
C 3.66 -0.10 -0.05
O 4.16 1.26 -0.33
C 3.77 2.22 0.71
C 5.18 2.93 1.24
C 5.49 2.25 2.72
O 1.59 -1.33 0.64
C 0.45 -0.89 1.48
O 0.75 0.24 2.37
C 1.80 -0.07 3.35
C 1.58 1.00 4.61
O 1.17 2.28 3.95
C 1.11 3.37 4.93
C 1.50 4.85 4.26
P -0.43 -2.37 2.38
C 1.01 -3.64 2.74
C 1.10 -3.94 4.37
C -1.07 -1.75 4.08
C -2.00 -0.39 3.99
H -6.42 2.66 -3.93
H -8.05 2.37 -4.88
H -7.07 0.87 -4.25
H -6.78 1.40 -6.93
H -5.90 3.04 -6.46
H -4.87 -0.03 -6.30
H -3.92 1.60 -6.77
H -4.09 2.27 -4.12
H -4.77 0.47 -3.74
H -2.25 0.04 -5.29
H -1.80 1.45 -4.08
H -2.99 -1.49 -3.36
H -2.71 -0.15 -1.99
H -0.48 -1.15 -4.17
H -0.75 -2.11 -2.56
H -0.39 0.39 -1.29
H 0.28 0.98 -2.95
H 1.61 -1.83 -1.99
H 3.52 -0.61 -4.63
H 1.66 -0.84 -4.46
H 1.44 0.76 -0.10
H 3.88 -0.34 1.08
H 4.25 -0.93 -0.67
H 3.11 3.05 0.17
H 3.13 1.77 1.57
H 5.14 4.10 1.25
H 6.08 2.63 0.52
H 5.49 1.07 2.54
H 6.53 2.66 3.06
H 4.61 2.50 3.44
H -0.37 -0.49 0.71
H 1.74 -1.14 3.83
H 2.90 0.11 2.98
H 2.63 1.17 5.09
H 0.76 0.60 5.37
H 1.83 3.23 5.85
H -0.03 3.46 5.26
H 2.64 4.95 4.00
H 0.82 5.13 3.34
H 1.29 5.66 5.11
H 2.05 -3.25 2.36
H 0.75 -4.63 2.17
H 0.05 -4.18 4.86
H 1.62 -3.03 4.94
H 1.78 -4.90 4.53
H -1.73 -2.58 4.62
H -0.18 -1.50 4.83
H -2.52 -0.28 5.06
H -2.89 -0.46 3.22
H -1.36 0.60 3.87
Cl -1.73 -8.46 3.84
C -0.90 -7.03 4.47
Cl -1.47 -5.57 3.65
Cl -1.12 -6.90 6.22
H 0.17 -7.14 4.27
Cl -4.52 -7.12 2.93
C -5.95 -8.07 2.49
Cl -5.74 -8.79 0.88
Cl -6.27 -9.32 3.70
H -6.81 -7.39 2.45
Cl -5.63 -1.16 2.91
C -4.97 -2.16 1.60
Cl -4.11 -1.16 0.43
Cl -3.91 -3.42 2.26
H -5.81 -2.66 1.09
Cl 3.44 6.51 -3.12
C 4.06 5.27 -4.22
Cl 4.57 6.00 -5.76
Cl 5.41 4.40 -3.47
H 3.26 4.56 -4.42
Cl 8.24 1.53 -5.37
C 6.81 0.58 -5.82
Cl 7.02 -0.14 -7.42
Cl 6.50 -0.67 -4.60
H 5.95 1.25 -5.85
Cl -4.34 2.45 3.55
C -3.59 3.08 2.08
Cl -2.05 2.26 1.76
Cl -4.68 2.92 0.70
H -3.38 4.15 2.23